Record 1
Formula: C8H16N6
Source: the OMol25 dataset
Level of theory: ωB97M-V/def2-TZVPD

Properties
HOMO   -15.897 eV
Relative energy (zero: lowest compared OMol25 entry of this formula, charge and spin)   321.4 kJ/mol
SMILES   CC[N+]#CNc1cncn1N([NH3+])CC
Orbital gap   9.361 eV

The geometry in ORCA input format:
```
! RIJCOSX wB97M-V def2-TZVPD def2/J DEFGRID3
* xyz 2 1
H -3.8931 0.1382 -0.2595
H -2.6281 2.5682 1.0209
H -2.7491 -0.7771 2.3854
N 2.5383 -0.7202 -1.3857
H -2.5193 2.4044 2.6824
H -0.5396 -1.6441 1.5785
C 1.6569 -0.1909 -0.8493
H 4.8181 0.7633 -1.9668
C -1.1907 -0.2588 -1.8872
H 4.3114 -1.6485 -1.5170
N 0.6410 0.2727 -0.2138
H 3.2777 -1.7118 -2.9516
H -1.8943 0.2227 3.5883
H 0.2928 -0.5925 2.7549
H -0.6922 -0.5217 -2.7971
N -2.6840 1.8844 1.7987
C 4.3639 0.1544 -2.7432
C -0.6756 0.1357 -0.6826
C -2.8846 0.0813 -0.6127
N -1.7697 0.3585 0.1241
C -0.6207 -1.1419 2.5385
H 5.1518 -0.2022 -3.4006
H -0.7364 -1.9067 3.3011
C -1.8286 -0.2164 2.5880
C 3.6486 -1.0548 -2.1564
H -3.6569 1.5047 1.8347
N -2.5434 -0.2767 -1.8035
H 3.6851 0.7699 -3.3281
N -1.6541 0.8942 1.6654
H 0.7749 0.7118 0.6942
*
```

Results of the Mulliken charge analysis, in e, for atoms 1 through 6: 0.351 0.382 0.397 0.097 0.384 0.326

---

Record 2
Formula: F2HPS
Source: the OMol25 dataset
Level of theory: ωB97M-V/def2-TZVPD

Properties
HOMO (alpha / beta)   -4.771 / -11.236 eV
Relative energy (zero: lowest compared OMol25 entry of this formula, charge and spin)   138.7 kJ/mol
Orbital gap (alpha / beta)   5.523 / 7.226 eV

The geometry in ORCA input format:
```
! RIJCOSX wB97M-V def2-TZVPD def2/J DEFGRID3
* xyz 0 3
S -1.5806 -1.0358 0.0725
F 0.0641 0.8540 1.2913
H 1.3601 -0.5873 -0.2140
P 0.0331 -0.1041 0.0200
F 0.1232 0.8733 -1.1698
*
```

The molecule's Mulliken atomic charges, reported in e, are given here: -0.053 -0.238 0.015 0.462 -0.186

---

Question: relative energy (zero: lowest compared OMol25 entry of this formula, charge and spin) of number 1 (C8H16N6)?
Answer: 321.4 kJ/mol

---

Question: Look up the relative energy (zero: lowest compared OMol25 entry of this formula, charge and spin) of the first one.
Answer: 321.4 kJ/mol